12
Properties=species:S:1:pos:R:3:forces:R:3:mulliken_charge:R:1 method="wB97M-V/def2-TZVPD" total_charge=0 gap_ev=9.71 smiles="NC=O.CS" de_lowest_kj_mol=200.17
C -2.18089 -0.17806 -0.37882 -1.657 0.716 1.825 -0.756
S -4.00144 0.07653 -0.71524 1.465 2.870 -1.591 -0.197
H -1.62515 -0.57370 -1.14544 0.614 -1.535 -2.186 0.387
H -2.33730 -0.90746 0.42137 1.284 0.446 0.213 0.236
H -1.57074 0.73899 -0.17961 -1.321 -0.466 0.725 0.238
H -4.49876 -0.98025 -0.22319 -0.375 -2.034 1.016 0.092
C 2.42262 -0.23392 0.75201 -0.292 -2.976 1.369 0.257
N 3.11676 0.75542 0.12041 0.272 4.413 -2.896 -0.433
O 2.87147 -1.36639 1.07805 -1.394 3.706 -1.433 -0.538
H 1.31328 0.07430 1.05562 2.210 -0.374 -0.504 0.163
H 2.70144 1.73340 -0.08639 -0.383 -2.452 1.526 0.277
H 3.78871 0.86115 -0.69878 -0.423 -2.313 1.937 0.273